ORCA calculation (ωB97M-V with the def2-TZVPD basis set) on a cluster of 12 separate species, C52H54Cl4N10 in total.

Element x y z (Å)
N  2.69557  2.00007  5.42671
C  1.48709  1.68550  5.95304
C  0.54425  0.96666  5.29142
C  0.88390  0.46167  4.04531
C  2.15593  0.72267  3.47401
C  2.98718  1.47982  4.21457
H  1.28914  2.06117  6.94605
H  -0.33374  0.59551  5.79914
H  0.16307  -0.12331  3.49339
H  2.27372  0.37249  2.45918
H  4.02897  1.62014  3.96681
N  -1.22017  6.73734  -0.56788
C  -0.43133  5.91359  -1.27763
C  0.17607  4.77470  -0.85510
C  0.03449  4.44855  0.53725
C  -0.78594  5.30559  1.24006
C  -1.31632  6.45265  0.72540
H  -0.48061  6.08997  -2.34198
H  0.88289  4.24723  -1.47847
H  0.52518  3.58982  0.97104
H  -1.12041  5.03517  2.23071
H  -1.97755  7.00848  1.37364
N  7.57713  0.53273  2.70597
C  6.54902  0.57286  1.73758
C  5.49091  -0.35377  1.74774
C  5.35468  -1.25018  2.87761
C  6.37826  -1.23398  3.82365
C  7.42001  -0.34506  3.73817
H  6.78143  1.18013  0.87525
H  4.79762  -0.45934  0.92640
H  4.56605  -1.98680  2.83487
H  6.37123  -2.01171  4.57297
H  8.24024  -0.59090  4.39633
N  0.49050  1.20296  0.51502
C  -0.87790  0.91787  0.54485
C  -1.46259  -0.21500  -0.00679
C  -0.68343  -1.25720  -0.49487
C  0.68417  -1.03013  -0.64655
C  1.22097  0.12454  0.02697
H  -1.54539  1.70203  0.87035
H  -2.54102  -0.20263  0.05008
H  -1.09754  -2.21367  -0.77781
H  1.28432  -1.84967  -1.01340
H  2.29563  0.18658  0.11459
N  -6.00345  2.33464  -3.91621
C  -5.59875  3.59176  -3.59918
C  -4.45889  3.98622  -2.89704
C  -3.79734  2.99643  -2.13890
C  -4.25107  1.67040  -2.31412
C  -5.33118  1.36063  -3.17670
H  -6.13550  4.37755  -4.10991
H  -4.16658  5.01931  -2.78008
H  -3.11424  3.17449  -1.32156
H  -3.73318  0.85831  -1.82554
H  -5.43095  0.32059  -3.45013
N  1.68000  2.63252  -5.67166
C  0.38102  3.04778  -5.65858
C  -0.46358  2.84708  -4.55551
C  0.01540  2.25983  -3.40366
C  1.39036  1.89648  -3.33154
C  2.10945  1.98148  -4.56059
H  0.11434  3.62851  -6.52923
H  -1.49167  3.16631  -4.46868
H  -0.56870  1.88001  -2.57846
H  1.79284  1.37756  -2.47413
H  3.11135  1.59165  -4.66375
N  -4.46157  -5.12178  2.19925
C  -4.08895  -3.83305  1.98106
C  -2.96768  -3.49561  1.28836
C  -1.92706  -4.46431  1.13872
C  -2.17161  -5.70999  1.60559
C  -3.46295  -6.04422  1.99411
H  -4.88268  -3.10338  2.04420
H  -2.81838  -2.50902  0.87513
H  -1.03048  -4.39430  0.54067
H  -1.44484  -6.50538  1.68014
H  -3.75672  -7.05225  2.24706
N  -2.32515  -1.11297  -4.02070
C  -1.70142  -2.19657  -3.42720
C  -0.41182  -2.56386  -3.82892
C  0.25815  -1.85956  -4.74612
C  -0.26425  -0.65391  -5.23041
C  -1.60185  -0.35118  -4.80517
H  -2.18766  -2.92099  -2.79067
H  0.19646  -3.33965  -3.38785
H  1.30249  -2.00499  -4.97981
H  0.35812  0.03265  -5.78511
H  -1.99985  0.63115  -5.01257
N  1.79697  -6.38075  0.96847
C  1.32796  -6.03049  2.21856
C  1.49040  -4.73547  2.67375
C  2.02875  -3.74908  1.86904
C  2.41705  -4.05796  0.57032
C  2.28205  -5.40786  0.16885
H  1.04440  -6.85162  2.86022
H  1.12386  -4.63545  3.68472
H  2.16133  -2.77651  2.31952
H  2.81919  -3.31198  -0.09915
H  2.72255  -5.80169  -0.73518
N  -5.92259  -1.01689  3.46618
C  -4.76361  -0.32027  3.23348
C  -4.39543  0.39254  2.02709
C  -5.38705  0.51847  1.03285
C  -6.64603  -0.00978  1.27535
C  -6.79931  -0.84565  2.40579
H  -4.04091  -0.24335  4.03237
H  -3.42497  0.83865  1.86710
H  -5.19163  1.11506  0.15405
H  -7.37651  -0.07785  0.48279
H  -7.77391  -1.26187  2.61391
C  4.30411  3.94411  -0.15815
Cl  4.90915  3.74117  1.55319
Cl  3.86664  2.35432  -0.71338
H  3.31215  4.39285  -0.10594
H  4.94698  4.38666  -0.91905
C  5.04953  -2.99787  -1.96175
Cl  3.35102  -3.18977  -2.60248
Cl  5.47588  -1.29931  -1.62049
H  5.14538  -3.58202  -1.04650
H  5.73093  -3.39183  -2.71580

HOMO energy ... -9.633 eV
E_LUMO ... -0.123 eV
Electronic energy ... -4401.99982 a.u.
2S+1 ... 1
Structure (SMILES) ... c1ccncc1.c1ccncc1.c1ccncc1.c1ccncc1.c1ccncc1.c1ccncc1.c1ccncc1.c1ccncc1.c1ccncc1.c1ccncc1.ClCCl.ClCCl
Gap between HOMO and LUMO ... 9.51 eV

***

ORCA calculation (ωB97M-V with the def2-TZVPD basis set) on a cluster of 9 separate species, C52H54N11O2S2 in total.

Element x y z (Å)
C  2.99808  0.84363  -1.51939
C  3.20435  0.02355  -2.37676
C  3.24309  -1.26543  -3.17125
N  2.19912  -2.21409  -2.78596
C  2.40064  -2.77969  -1.44282
C  2.06033  -4.28819  -1.33020
C  0.75785  -4.71764  -2.07190
C  -0.41129  -3.69631  -1.97413
S  -1.15979  -3.58680  -0.30179
C  -2.64152  -2.65595  -0.43724
S  -3.50575  -2.39142  0.93956
N  -3.16339  -2.13966  -1.66477
C  -3.57123  -2.77939  -2.81590
C  -4.02949  -1.79214  -3.68752
N  -3.90349  -0.55223  -3.05502
C  -3.38275  -0.79651  -1.87022
C  1.68480  -1.97467  -0.27241
O  2.00285  -2.29147  0.89173
O  0.82928  -1.11776  -0.61301
H  2.68181  1.53013  -0.74212
H  4.26633  -1.71905  -3.11604
H  3.03356  -0.97815  -4.22868
H  2.17874  -2.92886  -3.50978
H  3.49899  -2.68280  -1.22051
H  2.89554  -4.83256  -1.81571
H  2.09001  -4.62074  -0.27336
H  0.90430  -4.94857  -3.14889
H  0.41043  -5.66824  -1.60099
H  -1.21488  -4.06034  -2.65967
H  -0.16590  -2.66960  -2.31095
H  -3.50382  -3.86566  -2.92973
H  -4.44360  -1.97101  -4.68625
H  -3.17082  0.01739  -1.16970
N  4.60590  -5.26802  -0.50309
C  5.06359  -4.65992  0.59393
C  6.30661  -4.91794  1.15486
C  7.11770  -5.86160  0.54626
C  6.66085  -6.50605  -0.59287
C  5.40434  -6.17180  -1.07386
H  4.38819  -3.93028  1.03512
H  6.62830  -4.39301  2.04442
H  8.09495  -6.09257  0.95406
H  7.26508  -7.24956  -1.09659
H  5.00435  -6.64672  -1.96542
N  3.91850  4.42191  -1.40499
C  4.49381  5.61424  -1.23519
C  3.90799  6.81341  -1.61007
C  2.65419  6.77366  -2.19916
C  2.03800  5.54573  -2.38647
C  2.70990  4.40508  -1.97145
H  5.47532  5.59267  -0.77270
H  4.42015  7.75224  -1.44514
H  2.16216  7.68880  -2.50759
H  1.05933  5.47333  -2.84182
H  2.26816  3.42188  -2.09148
N  7.42440  7.92744  -1.38179
C  7.89642  8.53685  -0.29137
C  9.13828  8.27261  0.26472
C  9.93759  7.31774  -0.34139
C  9.46878  6.67040  -1.47218
C  8.21293  7.01175  -1.94958
H  7.23414  9.27381  0.15050
H  9.46929  8.80046  1.14918
H  10.91438  7.08077  0.06287
H  10.06280  5.91805  -1.97344
H  7.80481  6.53396  -2.83393
N  -6.01907  -5.90689  0.01828
C  -6.29616  -7.20865  0.16554
C  -5.33724  -8.17957  0.39709
C  -4.01007  -7.78492  0.47903
C  -3.69710  -6.44552  0.32781
C  -4.73356  -5.55022  0.10133
H  -7.34733  -7.46952  0.09096
H  -5.62079  -9.21798  0.51044
H  -3.22953  -8.51471  0.65841
H  -2.67399  -6.09827  0.38375
H  -4.53705  -4.49120  -0.02033
N  1.67268  8.12136  2.41085
C  1.97533  7.31362  1.39057
C  2.77450  6.18656  1.51015
C  3.29240  5.88192  2.75731
C  2.99438  6.70555  3.83090
C  2.18223  7.80605  3.60446
H  1.54948  7.59499  0.43382
H  2.98464  5.56656  0.65287
H  3.92225  5.01006  2.89109
H  3.38130  6.49934  4.82021
H  1.91728  8.47862  4.41366
N  -1.58348  4.36248  2.88571
C  -0.25035  4.43818  2.88409
C  0.57716  3.47851  3.44583
C  -0.01042  2.37830  4.04844
C  -1.39159  2.27940  4.06351
C  -2.12748  3.29268  3.46971
H  0.16310  5.31901  2.40393
H  1.65237  3.59079  3.41259
H  0.60085  1.60641  4.49972
H  -1.88715  1.43522  4.52390
H  -3.21177  3.25705  3.45321
N  -6.97396  3.90425  -1.78686
C  -8.23529  3.55411  -2.04642
C  -8.61646  2.28278  -2.44487
C  -7.63184  1.31722  -2.58663
C  -6.31485  1.65596  -2.32500
C  -6.04194  2.95707  -1.92834
H  -8.97002  4.34368  -1.92481
H  -9.65667  2.05508  -2.63930
H  -7.88822  0.31130  -2.89742
H  -5.51833  0.92747  -2.42600
H  -5.02685  3.27001  -1.70860
N  -6.84175  -5.28714  4.00832
C  -7.60232  -5.22765  5.10323
C  -8.85189  -5.81898  5.20867
C  -9.34401  -6.50973  4.11317
C  -8.57330  -6.58348  2.96488
C  -7.33386  -5.95937  2.96339
H  -7.17661  -4.67363  5.93347
H  -9.42370  -5.73986  6.12403
H  -10.31712  -6.98513  4.15438
H  -8.92393  -7.11330  2.08890
H  -6.69647  -5.99506  2.09001

HOMO energy ... -4.637 eV
E_LUMO ... 2.005 eV
Net charge ... -1
Electronic energy ... -3562.96758 a.u.
2S+1 ... 1
Gap between HOMO and LUMO ... 6.64 eV